Here is 2 unconnected molecules or ions with the total composition C2H3F2NO at a distorted geometry from the Open Molecules 2025 dataset. Energies are from ωB97M-V/def2-TZVPD.

XYZ file:
```
9
Properties=species:S:1:pos:R:3:forces:R:3:mulliken_charge:R:1
O -1.216 -1.308 1.230 0.7 -2.3 2.2 -0.50
N -1.005 0.571 0.039 3.0 3.6 -0.9 -0.42
H -2.039 -0.917 -0.563 -1.3 -1.5 -1.6 0.31
C -1.391 -0.715 0.234 -0.1 3.0 -0.3 0.12
F 2.476 -0.334 0.764 -0.1 0.2 0.2 -0.04
F 1.861 0.864 -0.823 0.5 -0.6 0.4 -0.09
C 2.571 -0.221 -0.512 -0.2 0.4 -0.6 0.12
H -0.175 1.067 0.555 -2.4 -1.8 -0.9 0.24
H -1.081 0.993 -0.924 -0.1 -1.0 1.5 0.25
```
Forces are in eV/Å.

Calculated values
Energy above the lowest of the compared OMol25 structures with the same formula, charge and spin ... 291.8 kJ/mol
HOMO level ... -10.279 eV
E ... -11092.59170 eV
HOMO-LUMO gap ... 10.1 eV

---

Here is 2 unconnected molecules or ions with the total composition C2H3F2NO2 at a distorted geometry from the Open Molecules 2025 dataset. Energies are from ωB97M-V/def2-TZVPD.

XYZ file:
```
10
Properties=species:S:1:pos:R:3:forces:R:3:mulliken_charge:R:1
C 1.028 -0.696 -0.087 -2.6 -1.0 -2.9 -0.73
F -1.496 1.232 0.687 0.1 -1.4 0.1 -0.19
F -2.112 -0.238 -0.784 -0.1 -0.1 -0.4 -0.19
C -1.498 -0.075 0.357 0.3 0.1 0.8 0.18
H -1.827 -0.828 1.141 0.4 1.2 -0.7 0.30
O 2.009 1.205 0.637 0.1 0.6 0.9 -0.56
H 0.674 -1.330 0.684 0.8 0.4 1.6 0.42
N 1.363 0.662 -0.228 0.8 -0.4 0.0 0.90
H 0.766 -1.082 -1.094 0.5 0.2 0.8 0.37
O 1.093 1.150 -1.312 -0.3 0.4 -0.2 -0.51
```
Forces are in eV/Å.

Calculated values
Energy above the lowest of the compared OMol25 structures with the same formula, charge and spin ... 550.1 kJ/mol
HOMO level (spin up / spin down) ... -10.157 / -9.724 eV
E ... -13135.61862 eV
HOMO-LUMO gap (spin up / spin down) ... 9.6 / 8.1 eV

---

Here is a molecular structure, C2H3F2O2Si at a distorted geometry from the Open Molecules 2025 dataset. Energies are from ωB97M-V/def2-TZVPD.

XYZ file:
```
10
Properties=species:S:1:pos:R:3:forces:R:3:mulliken_charge:R:1
F 1.038 3.260 2.444 -0.6 -0.8 -0.4 -0.21
H -0.994 -0.806 -0.313 0.6 0.9 0.0 -0.15
O 0.694 0.036 1.593 0.4 -0.1 1.6 -0.29
H 0.543 1.407 -0.751 0.3 0.9 -0.9 -0.19
F -1.164 1.347 0.672 -0.3 -0.4 -0.6 -0.38
O 0.842 1.166 3.662 0.1 -1.7 -2.2 -0.45
C 0.031 2.275 2.579 0.2 2.3 0.6 -0.39
C 0.600 0.993 2.391 0.4 1.1 3.4 0.97
H 1.420 -0.670 -0.360 -1.3 0.7 -0.2 -0.20
Si 0.019 0.336 0.028 0.2 -3.0 -1.3 0.29
```
Forces are in eV/Å.

Calculated values
Energy above the lowest of the compared OMol25 structures with the same formula, charge and spin ... 640.4 kJ/mol
HOMO level ... -4.589 eV
E ... -19529.00445 eV
HOMO-LUMO gap ... 8.7 eV
Charge ... -1